(A)
The molecule C4H5NO, computed with ωB97M-V with the def2-TZVPD basis set.

Last column: natural (NBO) charge in e.
CARTESIAN COORDINATES (ANGSTROEM)
H1 -0.6110 -1.8052 -0.9710  0.228
C1 0.2934 0.0424 0.7013  -0.394
H2 2.0544 -0.7982 1.6029  0.123
N1 -0.7916 1.5363 -0.9288  -0.763
O1 1.3641 -2.0347 0.1626  -0.567
H3 -1.6354 1.5976 -1.4799  0.398
C2 -1.1006 -0.8771 -0.6729  -0.117
C3 -0.4722 0.3049 -0.4623  0.112
H4 0.2058 0.7253 1.5505  0.218
C4 1.2922 -1.0083 0.8169  0.372
H5 -0.5990 2.3169 -0.3192  0.392

Summary:
spin multiplicity = 1
total charge = 0
Kohn-Sham gap (alpha / beta) = 7.97 / 7.97 eV
HOMO energy (alpha / beta) = -8.512 / -8.512 eV



(B)
The molecule C4H5NO, computed with ωB97M-V with the def2-TZVPD basis set.

Last column: natural (NBO) charge in e.
CARTESIAN COORDINATES (ANGSTROEM)
H1 0.8247 -0.2255 2.0632  0.227
H2 -1.2366 -1.1735 0.7169  0.180
C1 -0.8526 0.2625 -0.8452  -0.103
H3 1.4291 0.3198 0.4563  0.232
N1 0.9080 1.6866 -2.1357  -0.292
O1 -1.3811 0.8280 0.3387  -0.429
C2 0.1035 1.0799 -1.5629  0.248
H4 1.1977 -1.4065 0.7824  0.228
C3 -0.5799 -0.3297 0.4781  0.120
C4 0.8088 -0.3992 0.9930  -0.647
H5 -1.2217 -0.6423 -1.2848  0.235

Summary:
spin multiplicity = 1
total charge = 0
Kohn-Sham gap = 11.41 eV
SMILES string = C[C@H]1O[C@H]1C#N
HOMO energy = -10.596 eV



(C)
A cluster of 2 separate species, C4H5NO in total, computed with ωB97M-V with the def2-TZVPD basis set.

Last column: natural (NBO) charge in e.
CARTESIAN COORDINATES (ANGSTROEM)
C1 -1.6307 -0.3043 3.1742  -0.777
H1 0.4225 0.3477 -1.1245  0.269
O1 0.6086 -0.1977 2.1461  -0.496
N1 -0.7566 1.8882 1.4371  -0.355
C2 -0.4755 -0.1683 2.6590  0.725
H2 -1.1028 -0.0134 -0.1309  0.270
C3 -0.6520 1.5660 0.3484  0.296
H3 -2.3668 -0.9317 2.6919  0.266
H4 -1.9630 0.5314 3.8512  0.278
C4 -0.5548 0.7031 -0.7389  -0.726
H5 -1.1977 1.1040 -1.5594  0.251

Summary:
spin multiplicity = 1
total charge = 0
Kohn-Sham gap = 9.92 eV
SMILES string = C=C=O.CC#N
HOMO energy = -9.202 eV



Stability check: which of them is least stable? (A).



(A)
A structure of composition C4H9N3, computed with ωB97M-V with the def2-TZVPD basis set.

Last column: natural (NBO) charge in e.
CARTESIAN COORDINATES (ANGSTROEM)
H1 1.5874 1.9570 0.4367  0.209
H2 -3.4943 0.6109 -0.1338  0.213
C1 -2.8182 -0.3962 -0.1828  -0.436
H3 -0.6325 -0.9080 0.0547  0.444
H4 -3.1758 -0.9737 0.7070  0.194
H5 -1.0853 2.0036 0.6964  0.198
C2 -0.5895 1.0729 0.0052  0.105
H6 1.6856 -1.9010 -0.2602  0.366
C3 1.4522 -0.2029 -0.1189  0.430
N1 -1.3367 -0.0988 -0.2807  -0.682
H7 3.5309 -0.5615 0.5752  0.355
H8 -2.6144 -1.1285 -1.1236  0.247
N2 2.9019 -0.1194 -0.4426  -0.801
H9 3.0130 0.8027 -0.1742  0.356
N3 0.8301 -1.2994 0.3436  -0.744
C4 0.7456 1.1422 -0.1022  -0.455

Summary:
spin multiplicity = 1
total charge = 0
Kohn-Sham gap = 8.46 eV
HOMO energy = -8.083 eV



(B)
The molecule C4H9N3, computed with ωB97M-V with the def2-TZVPD basis set.

Last column: natural (NBO) charge in e.
CARTESIAN COORDINATES (ANGSTROEM)
N1 1.4102 -0.7002 0.6626  -0.657
C1 -1.1735 0.3431 -1.9329  -0.283
H1 -0.0104 -1.5911 -2.3617  0.231
C2 0.4745 0.2705 2.5231  -0.693
H2 -0.0281 -0.6592 3.0509  0.243
H3 1.4431 0.0466 3.0045  0.264
H4 -1.9125 0.5053 -1.2254  0.206
H5 -0.7878 1.5203 0.1737  0.361
H6 1.3186 -0.8750 -0.4218  0.371
H7 -1.3920 0.9776 -2.8940  0.214
C3 -0.4006 -0.9627 -1.5039  -0.348
N2 -0.6091 0.5792 0.1648  -0.532
N3 0.0432 0.4770 -1.2241  -0.250
H8 -0.9001 -1.6725 -0.6537  0.245
H9 0.0256 1.2260 2.7997  0.224
C4 0.4886 0.0209 1.1311  0.404

Summary:
spin multiplicity = 1
total charge = 0
Kohn-Sham gap = 10.16 eV
SMILES string = [H]/N=C(/C)NN1CC1
HOMO energy = -9.092 eV



Stability check: which of them is least stable? (A).



(A)
The molecule C4H9N3, computed with ωB97M-V with the def2-TZVPD basis set.

Last column: natural (NBO) charge in e.
CARTESIAN COORDINATES (ANGSTROEM)
C1 0.2277 2.0056 0.3240  -0.432
H1 1.9267 -1.4119 1.5550  0.209
N1 -0.4157 -0.1426 -0.6102  -0.157
H2 0.2789 2.1625 1.3357  0.230
H3 1.3295 1.7765 -0.1126  0.173
N2 -0.7074 0.9369 0.0631  -0.172
H4 -1.4672 -1.6779 -0.0394  0.194
H5 -0.2336 3.0393 -0.1024  0.200
H6 1.6430 -0.3223 -0.9731  0.228
N3 0.4248 -0.1417 1.8420  -0.367
H7 0.6856 -2.0049 -0.7657  0.232
H8 -1.7945 -1.4453 -1.7738  0.210
H9 -2.2615 -0.1984 -0.5203  0.247
C2 0.8071 -0.8283 -0.4973  -0.302
C3 1.1262 -0.7666 1.0782  -0.073
C4 -1.5697 -0.9811 -0.8030  -0.421

Summary:
spin multiplicity = 1
total charge = 0
Kohn-Sham gap (alpha / beta) = 9.13 / 7.59 eV
HOMO energy (alpha / beta) = -8.356 / -7.374 eV



(B)
The molecule C4H9N3, computed with ωB97M-V with the def2-TZVPD basis set.

Last column: natural (NBO) charge in e.
CARTESIAN COORDINATES (ANGSTROEM)
H1 0.1765 -1.6060 1.5256  0.398
H2 -0.4780 -0.6697 2.7565  0.382
N1 2.1907 0.0287 0.6460  -0.671
H3 1.7960 0.9674 0.5544  0.339
N2 1.6752 -0.8675 -0.2981  -0.299
C1 -1.5265 0.7424 -1.3883  -0.613
H4 -1.0546 1.1615 -2.2779  0.207
C2 -0.5204 0.0851 -0.4877  -0.234
H5 -1.1337 0.9846 1.3543  0.176
C3 -0.6238 0.1361 0.8997  0.093
C4 0.5955 -0.6072 -1.0004  0.020
H6 0.5321 -1.1119 -1.9642  0.179
H7 -2.2796 0.0240 -1.7199  0.213
H8 -2.0335 1.5685 -0.8865  0.216
N3 -0.5116 -0.9076 1.7761  -0.767
H9 3.1958 0.0715 0.5105  0.362

Summary:
spin multiplicity = 1
total charge = 0
Kohn-Sham gap (alpha / beta) = 7.79 / 7.79 eV
SMILES string = CC(/C=N\N)=C/N
HOMO energy (alpha / beta) = -7.103 / -7.102 eV



Stability check: which of them is least stable? (A).



(A)
The molecule C4H9N3, computed with ωB97M-V with the def2-TZVPD basis set.

Last column: natural (NBO) charge in e.
CARTESIAN COORDINATES (ANGSTROEM)
N1 -0.4343 0.2006 -0.1971  -0.530
H1 -1.2108 2.8402 0.3981  0.347
H2 -0.6452 1.5824 1.9807  0.346
H3 0.5497 -1.6621 0.6391  0.216
H4 1.1704 1.6613 -0.8656  0.188
H5 -1.6870 -1.1272 1.0180  0.180
N2 -0.9695 0.5399 2.1382  -0.656
N3 -0.4813 2.6949 -0.2795  -0.677
H6 -0.6789 -1.5767 -1.3489  0.222
H7 1.3605 -2.7614 -0.3555  0.227
H8 2.2524 -1.1457 -0.2253  0.228
C1 1.1076 -1.5336 -0.3328  -0.655
C2 0.0845 1.5238 -0.4165  0.289
C3 -1.0966 -0.0820 1.0393  0.287
C4 0.0861 -0.7947 -1.0741  -0.238
H9 0.5924 -0.3597 -2.1180  0.226

Summary:
spin multiplicity = 1
total charge = 0
Kohn-Sham gap = 9.98 eV
SMILES string = [H]/N=C\N(/C=N\[H])CC
HOMO energy = -9.241 eV



(B)
The molecule C4H9N3, computed with ωB97M-V with the def2-TZVPD basis set.

Last column: natural (NBO) charge in e.
CARTESIAN COORDINATES (ANGSTROEM)
C1 0.3022 2.0445 1.2840  -0.651
H1 -2.0658 -1.9911 -1.3200  0.211
H2 1.3835 2.2340 1.1604  0.222
H3 -0.2517 2.9181 0.9242  0.220
H4 -1.0894 -0.7927 -2.1590  0.181
H5 2.4709 0.1925 -0.3718  0.382
C2 -0.0891 0.8320 0.5377  0.001
C3 0.5393 -0.2231 -0.0245  0.270
H6 -1.6670 -0.2610 1.4319  0.342
N1 1.7688 -0.4890 -0.6284  -0.823
H7 2.0977 -1.4279 -0.4386  0.379
N2 -1.4219 -0.0201 0.4726  -0.441
C4 -1.0609 -1.5668 -1.3827  -0.418
H8 0.0717 1.9460 2.3371  0.212
H9 -0.3780 -2.3504 -1.7100  0.201
N3 -0.6103 -1.0451 -0.1127  -0.289

Summary:
spin multiplicity = 1
total charge = 0
Kohn-Sham gap = 8.52 eV
SMILES string = Cc1[nH]n(C)c1N
HOMO energy = -7.574 eV



(C)
The molecule C4H9N3, computed with ωB97M-V with the def2-TZVPD basis set.

Last column: natural (NBO) charge in e.
CARTESIAN COORDINATES (ANGSTROEM)
H1 1.0148 2.1844 0.0315  0.190
H2 1.8893 -1.8327 -0.5769  0.233
H3 2.4039 -1.3332 1.0781  0.226
H4 -3.2873 0.9095 0.5762  0.340
H5 3.4312 -0.7914 -0.3187  0.219
C1 2.3535 -1.0162 0.0330  -0.645
N1 -2.2426 -0.6329 0.0795  -0.468
N2 -3.4794 0.0722 0.0406  -0.606
H6 2.7392 1.5563 0.2432  0.199
C2 1.6899 1.3231 -0.0354  -0.487
H7 -3.5047 0.5010 -0.8813  0.328
C3 -1.0237 0.0741 0.0266  0.312
N3 0.0806 -0.5752 -0.0495  -0.553
H8 -1.1992 1.2158 -0.0513  0.143
H9 -2.2328 -1.6576 -0.1438  0.406
C4 1.3673 0.0027 -0.0517  0.162

Summary:
spin multiplicity = 1
total charge = 0
Kohn-Sham gap = 8.97 eV
SMILES string = C=C(C)/N=C/NN
HOMO energy = -8.098 eV



(D)
The molecule C4H9N3, computed with ωB97M-V with the def2-TZVPD basis set.

Last column: natural (NBO) charge in e.
CARTESIAN COORDINATES (ANGSTROEM)
H1 -1.4328 0.6009 1.3746  0.220
H2 -0.8225 -1.8474 0.0461  0.220
N1 0.6319 -2.2135 2.1251  -0.376
H3 -0.5923 -1.4406 -1.7098  0.213
N2 2.2951 -0.6741 -0.5776  -0.633
N3 1.2044 -0.5041 0.3623  -0.343
C1 -0.9156 -1.0891 -0.7259  -0.627
H4 0.3059 0.5756 -1.1709  0.224
C2 0.9644 -1.4616 1.2929  0.394
C3 -0.6767 1.1044 0.7028  -0.639
H5 -1.1577 1.9419 0.1399  0.225
H6 -0.0615 1.5012 1.4716  0.228
H7 -1.9953 -0.8263 -0.8710  0.213
C4 0.0092 0.1460 -0.2414  -0.038
H8 3.0580 0.0060 -0.2739  0.357
H9 2.7220 -1.6008 -0.4571  0.363

Summary:
spin multiplicity = 1
total charge = 0
Kohn-Sham gap = 9.99 eV
SMILES string = CC(C)N(N)C#N
HOMO energy = -9.154 eV



Stability check: which of them is least stable? (A).